(1)
One molecule with the formula C10H14ClNO3S. Source: the OMol25 dataset; level of theory: ωB97M-V with the def2-TZVPD basis set.

E_HOMO   -0.320 hartree
Structure (SMILES)   COC(=O)CCCCCn1sc(Cl)cc1=O
Orbital gap   9.00 eV

Last column: Löwdin charge in e.
Atoms and positions in Å:
C 2.17248 -2.75833 3.66975  -0.067
O 1.59628 -1.78534 2.81866  -0.045
C 2.45498 -0.94970 2.16982  -0.461
O 3.66737 -1.06414 2.12502  0.093
C 1.82905 0.26030 1.47057  -0.088
C 0.76836 0.99011 2.33618  -0.183
C 0.47469 2.45363 1.84300  -0.186
C 0.14984 2.46596 0.32312  -0.183
C -1.16045 1.67662 -0.01625  -0.154
N -1.22934 1.35313 -1.48032  -0.351
S -1.83195 2.44373 -2.60242  0.995
C -1.18068 1.51990 -3.97392  -0.882
Cl -1.33036 1.96647 -5.68940  0.603
C -0.55911 0.35826 -3.52839  -0.095
C -0.56185 0.28601 -2.11715  -0.532
O -0.06140 -0.71050 -1.55928  0.020
H 1.38430 -3.31678 4.19749  0.094
H 2.84071 -2.29746 4.41082  0.099
H 2.73756 -3.48938 3.07398  0.097
H 1.35402 -0.08581 0.54130  0.107
H 2.64852 0.96278 1.23589  0.132
H 1.10827 1.04604 3.36702  0.108
H -0.17603 0.42302 2.36810  0.106
H 1.33894 3.11958 2.02880  0.115
H -0.34782 2.89352 2.38467  0.097
H 0.06608 3.50655 -0.04951  0.111
H 1.00432 2.02434 -0.20358  0.102
H -1.17741 0.74224 0.52507  0.106
H -2.03797 2.24497 0.31006  0.120
H -0.06608 -0.40439 -4.10379  0.124

***

(2)
C10H14F12MnN2O14S4 as an isolated structure. Source: the OMol25 dataset; level of theory: ωB97M-V with the def2-TZVPD basis set.

Spin multiplicity   6
E_HOMO (alpha / beta)   -0.131 / -0.154 hartree
Orbital gap (alpha / beta)   7.96 / 8.57 eV
Charge   -2

Last column: Löwdin charge in e.
Atoms and positions in Å:
Mn -0.04043 -0.37155 0.26619  0.818
C -3.37041 1.61330 -1.95778  -0.671
F -2.93123 1.77960 -3.20240  0.123
F -4.52255 2.30486 -1.87211  0.101
F -3.71151 0.34592 -1.75525  0.130
S -2.18258 2.21361 -0.66947  0.514
O -1.66126 3.44810 -1.18461  -0.303
O -2.96295 2.38581 0.51864  -0.271
O -1.23487 1.06145 -0.65275  -0.368
C -2.37842 -1.81238 3.90040  -0.662
F -3.14688 -1.61598 4.98356  0.101
F -1.38753 -2.61341 4.29926  0.125
F -3.09919 -2.38756 2.94820  0.137
S -1.66949 -0.18104 3.30467  0.517
O -1.19099 -0.52473 1.97504  -0.362
O -2.75285 0.79891 3.38095  -0.319
O -0.59649 0.14399 4.22220  -0.321
C 3.37676 -2.67856 1.88098  -0.658
F 3.55253 -2.60353 3.19576  0.126
F 3.62774 -1.49436 1.33653  0.123
F 4.26117 -3.55467 1.40386  0.116
S 1.62325 -3.21158 1.38011  0.525
O 0.85199 -1.99347 1.11469  -0.373
O 1.89481 -3.95645 0.17574  -0.311
O 1.06509 -3.96319 2.49668  -0.319
C 3.48171 0.95668 -1.45014  -0.646
F 4.71127 0.95848 -1.97614  0.116
F 3.59339 0.76592 -0.13991  0.128
F 2.96899 2.18018 -1.64459  0.104
S 2.37300 -0.32596 -2.28757  0.521
O 1.34491 -0.63875 -1.29331  -0.358
O 1.84078 0.36237 -3.45177  -0.320
O 3.28313 -1.41777 -2.58660  -0.305
C 1.42975 1.98143 2.12691  -0.268
O 1.00603 1.08682 1.40757  -0.028
N 1.58777 3.23436 1.74106  -0.159
C 2.08301 4.32700 2.53270  -0.064
C 1.17553 3.66163 0.39647  -0.017
H 1.75566 1.78333 3.15445  0.153
H 2.78386 4.95535 1.99070  0.081
H 2.38058 4.00510 3.53225  0.088
H 1.20389 4.94841 2.76793  0.094
H 1.08983 2.82207 -0.28394  0.073
H 0.18209 4.10634 0.42842  0.087
H 1.89623 4.39306 0.03465  0.087
C -1.83079 -2.62071 -1.54616  -0.280
O -1.41022 -1.85665 -0.69924  0.007
N -1.84981 -2.38090 -2.86119  -0.163
C -2.61022 -3.19532 -3.77672  -0.072
C -1.39376 -1.08351 -3.39986  -0.005
H -2.31903 -3.57706 -1.29477  0.145
H -2.83269 -4.17394 -3.36040  0.082
H -2.02496 -3.36676 -4.68589  0.082
H -3.49727 -2.66006 -4.12704  0.087
H -0.86444 -1.35566 -4.31635  0.094
H -2.27913 -0.48882 -3.60456  0.073
H -0.67279 -0.51977 -2.81603  0.066

***

(3)
A 2-piece molecular cluster, C10H14F2N overall. Source: the OMol25 dataset; level of theory: ωB97M-V with the def2-TZVPD basis set.

Spin multiplicity   3
E_HOMO (alpha / beta)   -0.417 / -0.415 hartree
Orbital gap (alpha / beta)   8.42 / 6.77 eV
Charge   +1

Last column: Löwdin charge in e.
Atoms and positions in Å:
C 1.41714 2.66539 0.63274  -0.099
C 0.04487 1.24836 2.67899  -0.051
C 0.75684 1.52425 0.46345  0.070
C 0.00331 0.81851 1.41001  -0.244
C 1.24598 3.42925 1.93234  -0.143
C 0.89201 2.35139 3.08301  -0.165
C 0.04659 -1.52517 -3.13045  -0.009
C -0.70292 -1.18767 -1.90437  -0.284
C 0.54043 -0.50749 -2.21505  -0.114
C -1.97766 -3.08295 -1.43261  0.031
N -0.82761 -2.24992 -0.98609  0.049
F -0.76022 -0.35182 1.10317  -0.032
F 1.61066 -0.64654 -1.42306  0.087
H 2.15390 3.00042 -0.15005  0.125
H -0.17045 0.45246 3.44208  0.148
H 2.23802 3.83031 2.09158  0.098
H 0.48637 4.26861 1.95513  0.133
H 0.25059 2.90770 3.73023  0.100
H 1.90484 2.11735 3.57455  0.154
H 0.60436 -2.45583 -3.14539  0.135
H -0.47367 -1.10727 -4.08526  0.175
H -1.65039 -0.81361 -2.03136  0.135
H -2.25882 -3.77947 -0.57307  0.138
H -2.89935 -2.57345 -1.62395  0.105
H -1.60438 -3.67171 -2.28311  0.118
H 0.04855 -2.78678 -1.05542  0.196
H -0.91900 -1.87432 -0.05805  0.144

***

no.,electronic energy (a.u.)
1,-1528.2828
2,-5494.7747
3,-643.3869